{
  "formula": "C21H36IO17P2",
  "method": "the ωB97M-V functional and the def2-TZVPD basis",
  "symbols": ["C", "C", "I", "C", "P", "C", "C", "C", "O", "P", "O", "H", "H", "H", "H", "H", "H", "H", "H", "H", "H", "H", "H", "H", "H", "H", "H", "C", "C", "O", "C", "O", "O", "H", "H", "H", "H", "C", "C", "O", "C", "O", "O", "H", "H", "H", "H", "C", "C", "O", "C", "O", "O", "H", "H", "H", "H", "C", "C", "O", "C", "O", "O", "H", "H", "H", "H", "C", "C", "O", "C", "O", "O", "H", "H", "H", "H"],
  "coordinates": [[2.12669, 0.81834, 2.83334], [0.93774, 1.70042, 2.27836], [1.50585, 3.81449, 2.46928], [-0.34910, 1.46661, 3.16192], [-1.93154, 1.82092, 2.24206], [-2.91840, 3.14072, 3.10551], [-2.66334, 4.60346, 2.59277], [-2.81460, 4.77494, 1.04200], [-1.62950, 4.43250, 0.30248], [-3.16251, -0.01480, 2.39485], [-4.45771, 0.29241, 1.65137], [2.75376, 0.40435, 2.02810], [2.77856, 1.50451, 3.42431], [1.78104, 0.02760, 3.52784], [0.77754, 1.42266, 1.21843], [-0.32163, 0.39182, 3.46514], [-0.25657, 2.12761, 4.05200], [-1.71914, 2.03831, 0.85553], [-2.60966, 3.10544, 4.17957], [-3.99616, 2.86915, 3.06586], [-1.71113, 5.02795, 2.99110], [-3.46257, 5.23726, 3.05102], [-3.73127, 4.27250, 0.66283], [-2.96852, 5.86931, 0.86828], [-0.96842, 4.18503, 0.96045], [-3.47008, -0.11349, 3.78651], [-2.45974, -1.14783, 1.89263], [2.20337, -1.96902, -1.95736], [3.50839, -2.16664, -1.24529], [3.26155, -1.56462, 0.03108], [1.92413, -1.57940, 0.23827], [1.40481, -1.30157, 1.27856], [1.25647, -1.94625, -0.87734], [1.98244, -2.76390, -2.64566], [2.15497, -1.01362, -2.48702], [3.75048, -3.22211, -1.09885], [4.34014, -1.68093, -1.75092], [-3.13074, 9.39162, 0.98211], [-3.78502, 10.62307, 1.54451], [-4.41203, 10.13132, 2.72735], [-3.74916, 9.01284, 3.10565], [-3.91195, 8.45150, 4.13995], [-2.87095, 8.61103, 2.15037], [-2.20664, 9.61271, 0.45039], [-3.79477, 8.82863, 0.32087], [-3.06126, 11.39343, 1.82133], [-4.51928, 11.05509, 0.86668], [0.85914, -3.69904, -6.74514], [2.11445, -3.28902, -7.46342], [2.90216, -2.72490, -6.41475], [2.47251, -3.25593, -5.25203], [3.03023, -3.12016, -4.20215], [1.32994, -3.96134, -5.42154], [0.39816, -4.58568, -7.17680], [0.11712, -2.89763, -6.70368], [2.65253, -4.13825, -7.88959], [1.92924, -2.55735, -8.24808], [-2.72654, -4.67009, 4.00196], [-2.61532, -4.17456, 5.41658], [-1.63100, -3.14287, 5.30851], [-1.63476, -2.71174, 4.03063], [-1.04958, -1.74315, 3.64327], [-2.38507, -3.50896, 3.23951], [-3.72796, -5.01751, 3.75528], [-2.01035, -5.46303, 3.77646], [-3.54706, -3.73691, 5.78279], [-2.29285, -4.94940, 6.10927], [5.53222, -7.69819, -4.97760], [4.71381, -6.69121, -4.21753], [4.65317, -5.58842, -5.12063], [4.84867, -6.07944, -6.37010], [4.69141, -5.45085, -7.36723], [5.24164, -7.37520, -6.33564], [5.24878, -8.72531, -4.75378], [6.60529, -7.58107, -4.80780], [3.69759, -7.04085, -4.01758], [5.17789, -6.39729, -3.27737]],
  "atomic_forces_ev_per_a": [[0.447, 1.459, 0.638], [0.330, -1.109, 0.692], [-0.439, -0.553, -0.532], [1.033, 0.252, -0.722], [0.558, -0.292, 1.503], [0.251, 0.456, 0.182], [-0.853, 0.068, -0.363], [0.152, 1.516, 0.701], [-0.658, -0.692, 0.531], [-3.532, 0.243, -1.640], [2.079, -0.305, 0.937], [-0.524, 0.166, 0.454], [-0.385, -0.688, -0.251], [0.113, 0.300, -0.724], [-0.042, 0.542, 0.551], [-0.406, 0.763, -0.210], [-0.424, -0.571, -0.485], [-0.109, 0.040, 0.448], [-0.156, -0.299, -0.785], [0.686, 0.110, -0.273], [-0.513, -0.475, -0.552], [0.561, -0.518, -0.239], [0.743, -0.094, 0.141], [-0.053, -0.777, 0.150], [0.360, 0.349, -0.225], [0.895, -0.176, -0.264], [0.119, 0.616, 0.472], [-0.366, 0.161, -0.228], [0.496, -0.200, -0.333], [-0.401, 0.050, 0.177], [-0.089, -0.170, -0.175], [-0.224, -0.163, -0.220], [0.292, 0.276, 0.586], [-0.302, -0.079, 0.219], [0.011, -0.021, 0.080], [-0.054, 0.056, 0.038], [-0.020, 0.072, 0.202], [0.245, -0.105, -0.558], [-0.073, 0.539, -0.246], [0.205, -0.302, -0.029], [-0.148, -0.042, 0.423], [0.026, -0.106, -0.069], [-0.165, 0.137, 0.013], [0.045, -0.140, 0.153], [-0.009, 0.027, 0.059], [-0.012, -0.064, 0.017], [-0.100, -0.044, 0.187], [-0.527, -0.079, -0.301], [0.090, -0.105, -0.736], [-0.198, -0.092, 0.489], [0.434, 0.033, -0.120], [0.065, -0.203, -0.631], [0.292, 0.129, 0.151], [0.053, -0.052, 0.221], [0.051, -0.020, 0.054], [0.042, 0.050, 0.116], [0.140, 0.118, 0.169], [-0.276, -0.638, -0.127], [-0.282, -0.315, 0.493], [0.038, 0.203, -0.455], [0.169, -0.233, 0.245], [-0.093, 0.137, 0.080], [0.193, 0.387, 0.162], [0.054, 0.179, -0.157], [0.018, 0.098, -0.011], [0.062, 0.028, -0.038], [0.160, 0.180, 0.012], [0.294, -0.474, 0.205], [-0.179, 0.027, 0.587], [0.079, -0.236, -0.258], [0.022, 0.108, -0.256], [-0.109, 0.002, 0.018], [-0.120, 0.294, 0.070], [-0.020, 0.028, -0.216], [-0.047, 0.038, -0.025], [0.033, 0.013, -0.054], [-0.028, 0.184, -0.117]],
  "lowdin_charge": [-0.165, -0.753, 0.900, -0.396, 0.960, -0.305, -0.207, -0.245, -0.120, 0.641, -0.503, 0.069, 0.043, 0.083, 0.071, 0.061, 0.078, 0.065, 0.106, 0.099, 0.106, 0.126, 0.129, 0.113, -0.035, 0.032, 0.028, -0.126, -0.108, 0.065, -0.559, 0.115, 0.071, 0.096, 0.142, 0.139, 0.140, -0.128, -0.121, 0.072, -0.570, 0.161, 0.043, 0.135, 0.133, 0.137, 0.137, -0.114, -0.114, 0.083, -0.549, 0.118, 0.069, 0.137, 0.134, 0.120, 0.138, -0.106, -0.108, 0.082, -0.578, 0.074, 0.057, 0.140, 0.141, 0.138, 0.141, -0.121, -0.121, 0.055, -0.552, 0.165, 0.073, 0.136, 0.137, 0.136, 0.135],
  "charge": 1,
  "mol_weight_g_mol": 749.35,
  "total_energy_ev": -83839.7737,
  "e_homo_ha": -0.4485
}